A molecular structure, C37H35BrMoNO7S2Te in a non-equilibrium geometry, computed with wB97M-V/def2-TZVPD.

Computed properties:
**Spin multiplicity**: 2
**Kohn-Sham gap (spin up / spin down)**: 5.28 / 5.62 eV
**Total charge**: 0
**Relative energy (zero: lowest compared OMol25 entry of this formula, charge and spin)**: 0.0 kcal per mole
**Maximum force**: 1.3 eV/A
**M**: 973.3 g mol⁻¹
**DFT total energy**: -155620.782 eV

Cartesian coordinates (Å):
Mo1 0.15 -0.30 0.84
O1 -3.01 2.10 -0.21
S1 -1.87 1.77 0.56
O2 -2.01 1.01 1.78
O3 -0.85 0.98 -0.32
C1 -1.03 3.29 0.98
C2 -1.83 4.42 0.87
C3 -1.35 5.67 1.24
C4 -0.06 5.81 1.71
C5 0.76 4.69 1.82
C6 0.28 3.43 1.46
S2 1.49 2.14 1.58
O4 2.56 2.57 2.41
O5 1.77 1.66 0.25
O6 0.72 0.96 2.25
H1 -2.84 4.31 0.50
H2 -1.99 6.54 1.15
H3 0.33 6.78 1.99
H4 1.77 4.77 2.19
C7 -9.95 -1.32 -1.84
C8 -8.65 -1.50 -1.10
C9 -8.60 -2.17 0.11
C10 -7.41 -2.33 0.82
C11 -7.46 -3.08 2.12
C12 -6.23 -1.78 0.29
Te1 -4.40 -1.89 1.38
N1 -0.71 -1.76 1.19
C13 -0.91 -2.47 2.41
O7 -1.62 -2.02 3.27
C14 -0.12 -3.72 2.51
C15 0.42 -4.07 3.74
C16 1.19 -5.22 3.86
C17 1.40 -6.02 2.74
C18 0.85 -5.68 1.52
C19 0.10 -4.52 1.39
C20 -5.13 -0.94 3.13
C21 -5.06 -1.57 4.36
C22 -4.54 -2.97 4.57
C23 -5.51 -0.90 5.50
C24 -6.04 0.38 5.45
C25 -6.50 1.09 6.69
C26 -6.10 0.99 4.20
C27 -5.66 0.37 3.05
C28 -5.76 1.12 1.75
C29 -6.25 -1.12 -0.94
C30 -5.04 -0.49 -1.59
C31 -7.46 -0.99 -1.61
H5 -10.72 -1.97 -1.43
H6 -9.83 -1.56 -2.90
H7 -10.30 -0.29 -1.77
H8 -9.51 -2.59 0.52
H9 -8.40 -3.62 2.21
H10 -7.39 -2.40 2.97
H11 -6.63 -3.78 2.21
H12 0.22 -3.44 4.60
H13 1.62 -5.49 4.81
H14 2.00 -6.92 2.83
H15 1.00 -6.32 0.66
H16 -0.34 -4.24 0.44
H17 -4.26 -3.46 3.64
H18 -5.30 -3.58 5.06
H19 -3.66 -2.95 5.22
H20 -5.45 -1.41 6.46
H21 -6.57 0.40 7.53
H22 -7.48 1.54 6.53
H23 -5.81 1.89 6.96
H24 -6.51 1.99 4.13
H25 -5.94 2.18 1.94
H26 -6.59 0.75 1.14
H27 -4.85 1.02 1.16
H28 -4.11 -0.91 -1.22
H29 -5.01 0.58 -1.39
H30 -5.08 -0.63 -2.67
H31 -7.47 -0.48 -2.57
Br1 6.04 -3.61 0.27
C32 4.41 -2.66 0.43
C33 3.31 -3.07 -0.31
C34 2.11 -2.39 -0.16
C35 2.00 -1.28 0.68
C36 3.13 -0.88 1.40
C37 4.33 -1.58 1.29
H32 3.38 -3.92 -0.97
H33 1.25 -2.74 -0.72
H34 3.11 -0.04 2.07
H35 5.20 -1.28 1.86